1.
The following is a DFT calculation (the ωB97M-V functional and the def2-TZVPD basis) of a structure of composition C35H52N2O3RuSeSi3 in a non-equilibrium geometry.

Each line ends with the Löwdin charge.
Geometry (Å):
Ru: 0.5143 0.7388 -0.2248  1.34
O: -0.2017 0.2960 1.8306  -0.19
C: -1.1176 0.9430 2.4592  -0.37
C: -1.0626 1.0428 3.8790  -0.02
C: -2.0272 1.7027 4.5938  -0.10
C: -3.1318 2.2950 3.9599  -0.12
C: -3.2276 2.1900 2.5947  -0.06
C: -2.2435 1.5475 1.8236  -0.15
C: -2.4827 1.4527 0.4084  -0.14
N: -1.6546 1.0859 -0.4999  -0.12
C: -2.1100 1.0547 -1.8782  -0.26
C: -1.4997 2.2341 -2.6190  -0.21
N: -0.0909 2.4152 -2.2621  0.01
C: 0.3350 3.6089 -2.3036  -0.11
C: 1.6946 4.0871 -2.0256  -0.14
C: 1.8859 5.4712 -2.0177  -0.04
C: 3.1263 6.0361 -1.7898  -0.09
C: 4.2122 5.1969 -1.5701  -0.06
C: 4.0517 3.8240 -1.5725  -0.04
C: 2.7982 3.2521 -1.7962  -0.32
O: 2.6206 1.9299 -1.7344  -0.18
H: -0.2258 0.5618 4.3707  0.10
H: -1.9426 1.7537 5.6739  0.10
H: -3.8951 2.8010 4.5352  0.09
H: -4.0851 2.6091 2.0775  0.11
H: -3.4970 1.7193 0.0939  0.12
H: -3.2012 1.0913 -1.9503  0.11
H: -1.8056 0.0987 -2.3071  0.09
H: -2.0617 3.1505 -2.3942  0.11
H: -1.5596 2.0583 -3.6972  0.12
H: -0.3537 4.4251 -2.5698  0.12
H: 1.0268 6.1087 -2.1942  0.11
H: 3.2482 7.1106 -1.7826  0.10
H: 5.1933 5.6153 -1.3823  0.11
H: 4.8912 3.1689 -1.3779  0.09
C: 0.2771 -3.1415 -0.6085  -0.15
O: 0.8549 -1.8747 -0.3321  -0.38
Si: 2.2321 -1.6326 0.5959  0.28
C: 1.8935 -2.2433 2.3320  -0.15
C: 3.6144 -2.6770 -0.1489  -0.16
C: 2.4578 0.1511 0.4246  -0.40
Si: 3.2756 1.4876 1.3356  0.39
C: 3.3078 1.1429 3.1880  -0.18
C: 5.0499 1.8206 0.7797  -0.20
C: 2.3446 3.1379 1.1245  -0.16
Si: 3.4385 0.6601 -2.4732  0.44
C: 4.8185 0.1001 -1.3548  -0.19
C: 4.1016 1.3406 -4.0858  -0.15
C: 2.2023 -0.6885 -2.7812  -0.14
H: 1.0406 -3.8353 -0.9816  0.08
H: -0.5094 -3.0156 -1.3483  0.05
H: -0.1966 -3.5588 0.2819  0.07
H: 1.5704 -3.2888 2.3119  0.03
H: 1.0979 -1.6389 2.7685  0.02
H: 2.7839 -2.1817 2.9629  0.02
H: 3.4646 -3.7368 0.0765  0.03
H: 4.5845 -2.3844 0.2607  0.03
H: 3.6611 -2.5672 -1.2350  0.01
H: 3.7335 0.1639 3.4166  0.02
H: 2.2910 1.1658 3.5863  0.02
H: 3.8993 1.9053 3.7050  0.02
H: 5.6675 0.9231 0.8683  0.04
H: 5.5053 2.6084 1.3870  0.04
H: 5.0752 2.1423 -0.2639  -0.04
H: 1.3086 2.9920 0.7878  0.01
H: 2.8232 3.7793 0.3780  0.01
H: 2.2768 3.6980 2.0605  0.04
H: 5.6000 0.8577 -1.2604  0.03
H: 5.2796 -0.8137 -1.7388  0.05
H: 4.4226 -0.1095 -0.3581  -0.03
H: 4.9036 2.0669 -3.9444  0.03
H: 3.3042 1.8204 -4.6581  0.04
H: 4.4945 0.5181 -4.6904  0.03
H: 2.6813 -1.6700 -2.7328  0.03
H: 1.7410 -0.5800 -3.7649  0.04
H: 1.4115 -0.6968 -2.0275  -0.02
C: -7.6158 -6.0971 1.0870  -0.08
C: -6.5411 -5.0948 0.7602  -0.30
C: -6.5199 -4.4186 -0.4506  -0.05
C: -5.5339 -3.4859 -0.7608  -0.33
C: -5.5844 -2.7918 -2.0920  -0.13
C: -4.5104 -3.1924 0.1613  -0.60
Se: -3.1833 -1.8817 -0.2200  0.59
C: -4.5211 -3.8874 1.3904  -0.32
C: -3.4758 -3.6379 2.4448  -0.11
C: -5.5244 -4.8094 1.6639  -0.05
H: -8.3054 -6.2179 0.2497  0.06
H: -8.2044 -5.7918 1.9566  0.07
H: -7.1967 -7.0812 1.3137  0.07
H: -7.2972 -4.6195 -1.1840  0.10
H: -6.4303 -3.1485 -2.6846  0.06
H: -4.6559 -2.9496 -2.6457  0.05
H: -5.6606 -1.7097 -1.9607  0.05
H: -2.5347 -3.3283 1.9934  0.01
H: -3.3254 -4.5315 3.0554  0.06
H: -3.7793 -2.8212 3.1070  0.08
H: -5.5055 -5.3276 2.6204  0.11

Cartesian forces (eV/Å) of the 2 atoms listed first:
Ru -0.2180 -0.3949 0.5170
O 0.2554 0.2668 -0.0623

The value obtained for the relative energy (zero: lowest compared OMol25 entry of this formula, charge and spin) is 6.8 kcal/mol. The value obtained for the HOMO-LUMO gap (spin up / spin down) is 5.097 / 4.743 eV. As for the net charge: -1. As for the multiplicity: 6. The calculated total energy is -137824.4537 eV.

=====

2.
The following is a DFT calculation (the ωB97M-V functional and the def2-TZVPD basis) of a structure of composition C35H52N5O4P2PdS10Te.

Each line ends with the Löwdin charge.
Geometry (Å):
Pd: -1.5378 0.1063 0.5655  0.58
S: -5.5682 -3.3854 -4.1051  0.54
C: -4.6995 -2.7780 -2.8548  -1.49
S: -3.0353 -3.1526 -2.5846  0.94
C: -2.7898 -2.1642 -1.1704  -1.09
C: -3.8622 -1.4660 -0.7469  -1.09
S: -3.8750 -0.4544 0.6678  0.54
S: -5.3249 -1.6730 -1.6786  0.93
S: -1.2533 -2.2009 -0.3553  0.58
C: 3.0548 -1.3936 3.3540  -0.08
N: 1.8019 -0.9188 2.7781  -0.27
C: 0.8051 -1.9785 2.6384  -0.10
P: 1.6120 0.5271 2.0339  0.50
O: 0.8305 0.4779 0.7710  -0.37
O: 0.8739 1.5333 3.0780  -0.26
P: -0.6864 1.5514 3.4762  0.48
O: -1.6293 1.6311 2.3304  -0.33
N: -0.8747 0.1397 4.2987  -0.29
C: -0.0780 -0.0946 5.5011  -0.10
C: -2.1899 -0.5145 4.3242  -0.09
N: -0.7279 2.9339 4.3655  -0.27
C: 0.2399 3.2077 5.4253  -0.10
C: -2.0676 3.4798 4.6420  -0.08
N: 3.0645 1.2376 1.8622  -0.29
C: 3.5789 1.5403 0.5242  -0.06
C: 3.7637 1.8897 2.9614  -0.10
H: 2.8724 -1.7854 4.3579  0.09
H: 3.7933 -0.6052 3.4241  0.06
H: 3.4737 -2.2007 2.7475  0.08
H: 0.5916 -2.4199 3.6156  0.08
H: 1.1742 -2.7637 1.9736  0.08
H: -0.1266 -1.6019 2.2333  0.02
H: 0.8940 0.3914 5.4237  0.07
H: 0.0916 -1.1679 5.6120  0.08
H: -0.5842 0.2621 6.4035  0.09
H: -2.6622 -0.4556 3.3463  0.01
H: -2.8619 -0.0794 5.0722  0.05
H: -2.0403 -1.5693 4.5672  0.09
H: 1.2245 2.8341 5.1502  0.07
H: -0.0581 2.7755 6.3854  0.08
H: 0.3161 4.2886 5.5519  0.09
H: -2.7239 3.2943 3.7941  0.05
H: -1.9833 4.5582 4.7852  0.09
H: -2.5127 3.0453 5.5438  0.09
H: 2.9261 1.1238 -0.2380  0.06
H: 4.5800 1.1196 0.3976  0.09
H: 3.6262 2.6219 0.3772  0.09
H: 3.2320 1.7458 3.9008  0.07
H: 3.8361 2.9644 2.7766  0.09
H: 4.7756 1.4910 3.0697  0.09
C: -1.8727 2.9099 -1.1295  -0.03
C: -0.8095 1.9237 -1.5518  -0.75
O: 0.2944 2.3464 -1.9001  -0.07
N: -1.2051 0.5985 -1.5581  -0.25
Te: 0.6025 -0.4954 -2.1380  1.77
C: 2.7511 -1.1149 -2.5994  -0.28
C: 3.5075 -1.7835 -1.6456  -0.31
C: 2.9283 -2.3017 -0.3498  -0.07
C: 4.8544 -2.0250 -1.9227  -0.02
C: 5.4403 -1.6049 -3.1071  -0.26
C: 6.8948 -1.8734 -3.3980  -0.05
C: 4.6538 -0.9151 -4.0269  -0.01
C: 3.3108 -0.6425 -3.7924  -0.28
C: 2.5228 0.1321 -4.8217  -0.05
C: -0.2468 -1.5749 -3.7480  -0.37
C: -1.0677 -0.8994 -4.6596  -0.30
C: -1.2956 0.5950 -4.6599  -0.06
C: -1.7121 -1.6394 -5.6478  -0.02
C: -1.5417 -3.0072 -5.7736  -0.27
C: -2.2900 -3.7946 -6.8155  -0.04
C: -0.6763 -3.6417 -4.8893  -0.05
C: -0.0261 -2.9592 -3.8704  -0.33
C: 0.8831 -3.7529 -2.9628  -0.07
H: -1.6926 3.8543 -1.6383  0.09
H: -1.8046 3.0695 -0.0518  0.06
H: -2.8654 2.5324 -1.3529  0.05
H: 2.0642 -1.7182 -0.0266  0.02
H: 3.6797 -2.2737 0.4418  0.07
H: 2.6029 -3.3399 -0.4623  0.09
H: 5.4539 -2.5570 -1.1888  0.12
H: 7.3405 -2.5074 -2.6322  0.07
H: 7.4627 -0.9416 -3.4405  0.08
H: 7.0117 -2.3697 -4.3627  0.08
H: 5.1048 -0.5654 -4.9515  0.12
H: 3.1844 0.5347 -5.5878  0.08
H: 1.9881 0.9680 -4.3624  0.07
H: 1.7806 -0.5053 -5.3082  0.08
H: -0.5770 1.1368 -4.0502  0.03
H: -2.2933 0.8320 -4.2854  0.09
H: -1.2199 0.9777 -5.6794  0.09
H: -2.3671 -1.1179 -6.3406  0.13
H: -2.7010 -3.1419 -7.5850  0.08
H: -3.1231 -4.3311 -6.3538  0.07
H: -1.6422 -4.5312 -7.2927  0.08
H: -0.5215 -4.7135 -4.9765  0.13
H: 0.5680 -4.7960 -2.9332  0.09
H: 0.8699 -3.3690 -1.9436  0.01
H: 1.9155 -3.7167 -3.3217  0.09
C: -3.8251 5.3839 1.7801  -0.38
S: -5.5700 5.1319 2.2097  0.81
C: -5.4831 3.5449 2.9580  -1.03
C: -5.2483 2.3755 2.3287  -1.11
S: -5.0240 2.1333 0.6366  0.62
S: -5.1969 0.9755 3.3870  0.87
C: -5.4468 1.7848 4.8922  -1.51
S: -5.3997 1.0129 6.3455  0.52
S: -5.7305 3.4683 4.6881  0.90
H: -3.7832 6.3117 1.2106  0.04
H: -3.4694 4.5605 1.1638  0.00
H: -3.2215 5.4787 2.6807  0.02

Cartesian forces (eV/Å) of the 2 atoms listed first:
Pd 0.1391 -0.3677 -0.3371
S -0.0350 -0.0163 -0.0463

The value obtained for the relative energy (zero: lowest compared OMol25 entry of this formula, charge and spin) is 20.7 kcal/mol. The value obtained for the HOMO-LUMO gap (spin up / spin down) is 6.915 / 5.201 eV. As for the net charge: 0. As for the multiplicity: 6. The calculated total energy is -190484.0726 eV.

=====

3.
The following is a DFT calculation (the ωB97M-V functional and the def2-TZVPD basis) of a structure of composition C35H52N6O3PRbS2.

Each line ends with the Löwdin charge.
Geometry (Å):
Rb: -0.3576 -0.0554 0.0267  0.64
O: -2.7127 -0.3435 4.5939  0.04
C: -1.6440 -0.4516 5.3966  -0.28
C: -1.8166 -0.2064 6.7613  -0.03
C: -0.7443 -0.2945 7.6275  -0.12
C: 0.5200 -0.6296 7.1500  -0.12
C: 0.6893 -0.8797 5.7988  -0.04
C: -0.3733 -0.8005 4.9018  -0.07
C: -0.1913 -1.0673 3.4323  -0.45
O: -1.1915 -0.8836 2.6666  -0.17
N: 1.0110 -1.5068 3.1097  0.02
N: 1.2463 -1.6691 1.7728  -0.06
C: 2.2166 -2.4533 1.5200  -0.13
C: 2.6723 -2.7637 0.1564  -0.26
C: 3.8535 -3.4934 0.0171  -0.04
C: 4.3070 -3.8274 -1.2446  -0.08
C: 3.5594 -3.4380 -2.3412  -0.07
C: 2.3948 -2.7199 -2.1107  -0.13
N: 1.9536 -2.3745 -0.9053  0.11
H: -2.3491 -0.5269 3.6770  0.05
H: -2.8066 0.0586 7.1115  0.11
H: -0.8935 -0.0965 8.6831  0.09
H: 1.3629 -0.6924 7.8270  0.08
H: 1.6568 -1.1483 5.3978  0.10
H: 2.7505 -2.9294 2.3451  0.11
H: 4.4027 -3.7823 0.9045  0.10
H: 5.2293 -4.3814 -1.3700  0.10
H: 3.8668 -3.6651 -3.3526  0.10
H: 1.7875 -2.4055 -2.9495  0.09
O: -2.8709 -4.1852 1.1399  -0.55
S: -2.5603 -2.8157 0.6109  0.88
C: -3.2218 -2.7872 -1.0831  -0.33
C: -4.7267 -2.6497 -0.9328  -0.24
C: -4.8935 -1.4797 0.0335  -0.22
C: -3.9051 -1.7081 1.1836  -0.29
H: -2.8786 -3.7035 -1.5613  0.09
H: -2.8004 -1.9201 -1.5976  0.06
H: -5.1287 -3.5684 -0.4972  0.11
H: -5.2195 -2.4679 -1.8887  0.11
H: -5.9155 -1.3889 0.4047  0.11
H: -4.6467 -0.5530 -0.4896  0.09
H: -4.3290 -2.2612 2.0219  0.10
H: -3.4565 -0.7906 1.5600  0.07
C: 3.9325 4.5878 -4.7081  -0.12
C: 4.5704 5.0845 -3.4114  -0.27
C: 3.5956 5.1815 -2.2377  -0.20
C: 3.1835 3.8436 -1.6212  -0.22
N: 2.1361 3.1657 -2.3591  0.00
C: 2.2920 2.0000 -3.0010  -0.82
S: 3.7733 1.1772 -3.1729  0.57
N: 1.1329 1.5484 -3.5613  -0.01
C: 0.8911 0.1479 -3.8858  -0.24
C: 1.4953 -0.3626 -5.1911  -0.24
C: 1.2518 0.5679 -6.3705  -0.27
C: 1.8928 0.0437 -7.6516  -0.13
H: 4.6420 4.6412 -5.5386  0.06
H: 3.0604 5.1945 -4.9643  0.07
H: 3.6101 3.5505 -4.6142  0.02
H: 5.0060 6.0746 -3.5847  0.09
H: 5.3953 4.4179 -3.1384  0.10
H: 2.6914 5.7103 -2.5538  0.10
H: 4.0463 5.7858 -1.4438  0.10
H: 2.8017 4.0293 -0.6146  0.12
H: 4.0457 3.1791 -1.5455  0.06
H: 1.1462 3.3527 -2.0126  0.08
H: 0.2987 1.9645 -3.1275  0.03
H: -0.1959 0.0585 -3.9460  0.11
H: 1.2354 -0.4624 -3.0459  0.07
H: 1.0453 -1.3421 -5.3999  0.11
H: 2.5697 -0.5052 -5.0657  0.06
H: 1.6639 1.5490 -6.1266  0.10
H: 0.1761 0.7069 -6.5203  0.11
H: 2.9718 -0.0673 -7.5175  0.07
H: 1.7269 0.7215 -8.4920  0.06
H: 1.4889 -0.9355 -7.9248  0.06
C: -2.5248 3.4921 -3.1347  -0.29
P: -1.7399 2.1780 -2.0640  0.65
C: -2.9413 2.2189 -0.6266  -0.30
C: -3.2762 0.7784 -2.9811  -0.32
H: -3.5590 3.2416 -3.3728  0.01
H: -1.9634 3.5830 -4.0698  0.02
H: -2.4915 4.4573 -2.6262  0.01
H: -3.9165 2.5827 -0.9602  0.03
H: -2.5594 2.8654 0.1668  0.02
H: -3.0867 1.2084 -0.2283  -0.02
H: -4.3615 0.9747 -2.8540  -0.04
H: -3.0706 -0.2452 -2.6247  -0.07
H: -3.0554 0.7888 -4.0608  -0.05
N: -0.4682 3.1852 -1.2759  -0.30
C: -0.4733 4.4605 -0.8074  -0.45
C: -0.4045 4.7490 0.5862  -0.07
C: -0.3210 6.0387 1.0814  -0.14
C: -0.3048 7.1398 0.2262  -0.17
C: -0.3748 6.9004 -1.1438  -0.14
C: -0.4595 5.6114 -1.6470  -0.09
H: -0.4022 3.9037 1.2666  0.09
H: -0.2606 6.1940 2.1548  0.08
H: -0.2346 8.1490 0.6150  0.07
H: -0.3538 7.7381 -1.8356  0.08
H: -0.4857 5.4535 -2.7198  0.09

Cartesian forces (eV/Å) of the 2 atoms listed first:
Rb 0.0711 0.3392 -0.2744
O -0.0907 -0.0059 0.0469

The value obtained for the HOMO-LUMO gap is 4.147 eV. As for the net charge: -2. The calculated total energy is -83836.5405 eV.